Record 1
13
Properties=species:S:1:pos:R:3:forces:R:3 method="wB97M-V/def2-TZVPD" multiplicity=1 e_homo_ev=-8.647 lumo_energy_ev=-0.2
C 2.89185 0.88249 0.15795 0.1 1.3 -2.2
N -1.28218 -0.70287 0.63263 2.5 0.9 0.3
Si -2.39200 0.27021 -0.32451 1.7 -1.3 0.6
Si -0.85703 -2.29782 0.08913 -1.3 0.2 0.5
Cl 4.33800 -0.16917 -0.13890 -0.6 0.2 0.5
H 2.23228 0.71671 -0.74719 0.8 0.4 1.0
H 2.28222 0.62914 1.01503 0.6 -0.1 0.4
H -0.42985 -0.10219 0.88802 -1.6 -1.2 -0.3
H -2.36114 1.47238 0.39425 -0.4 1.7 0.4
H -3.56064 -0.49740 -0.36027 -1.6 -0.4 -0.2
H -1.72617 0.31260 -1.60108 -0.1 0.6 -1.0
H 3.28212 1.96696 0.14370 -0.9 -1.8 0.3
H -2.41745 -2.48102 -0.14876 0.8 -0.5 -0.3


Record 2
15
Properties=species:S:1:pos:R:3:forces:R:3 method="wB97M-V/def2-TZVPD" multiplicity=1 e_homo_ev=-8.575 lumo_energy_ev=-0.3
C 0.75445 0.22967 -0.29930 1.6 -0.7 1.3
P 0.51922 -0.64333 -1.89221 -0.1 -0.1 -0.2
P 0.47062 2.03100 -0.53053 0.8 0.2 1.3
P -1.96538 0.71381 1.01216 2.4 3.0 -1.0
P -0.80771 -2.20996 -0.06097 -0.9 -1.3 0.8
P -0.22406 -0.57647 1.24284 1.1 0.6 -1.4
I 2.98999 -0.10256 0.20551 -1.1 -0.1 -0.1
H 1.22586 0.22743 -2.74277 0.2 0.5 0.1
H -0.67181 0.09638 -1.87772 -0.6 -0.2 -1.0
H 1.78385 2.25589 -1.03985 -0.3 0.2 0.1
H 0.84528 2.25162 0.86916 -0.2 0.5 -0.9
H -2.67307 -0.01598 1.79830 -2.1 -2.2 2.4
H -1.31550 1.43092 2.15044 -1.1 -0.2 -1.0
H -1.42465 -3.01133 0.97708 0.3 0.3 -0.2
H 0.49291 -2.67706 0.18784 0.1 -0.6 -0.2


Record 3
13
Properties=species:S:1:pos:R:3:forces:R:3 method="wB97M-V/def2-TZVPD" multiplicity=2 charge=-1 e_homo_ev="1.231 / -5.499" lumo_energy_ev="3.5 / 3.4"
N 0.29874 3.03137 -0.19753 -1.3 -1.0 0.2
C -0.34903 2.21205 0.73431 -1.8 0.6 0.3
N -1.35263 1.35914 0.69641 0.9 2.2 -0.4
H 0.18506 2.91328 -1.20315 -0.1 -0.4 0.3
H 1.26543 3.05754 0.07560 1.0 0.6 0.0
H -0.04800 2.62296 1.73985 0.3 -1.5 -0.7
H -1.87572 1.45020 -0.19755 1.0 -0.6 0.3
H -0.91808 -1.01257 1.60306 1.3 -1.2 -0.3
H -1.22722 -2.50724 1.59068 1.5 0.7 -0.1
O -0.42907 -1.90266 1.56032 -2.7 0.6 0.3
H 1.83849 -4.45415 -2.38510 -1.5 2.7 -0.1
H 1.28083 -3.21944 -1.55187 0.0 -0.1 -0.3
O 1.33120 -3.55047 -2.46502 1.5 -2.6 0.4


| no. | energy (eV) |
| --- | --- |
| 1 | -30932.9162 |
| 2 | -55708.0136 |
| 3 | -8239.7812 |